Entry 1:
This record from the OMol25 dataset describes an isolated molecule of C2H3N5O at a distorted geometry. The level of theory is ωB97M-V/def2-TZVPD.

Structure (ORCA input):
```
! wB97M-V def2-TZVPD RIJCOSX def2/J DEFGRID3
* xyz 0 1
C -0.57 0.91 -0.95
C 0.62 0.08 0.73
H -0.57 2.48 -2.31
H -1.31 0.09 -0.87
H -1.05 -1.17 0.10
N -0.91 1.31 -2.10
N 0.32 1.12 0.04
N 0.16 -1.15 0.32
N 0.31 -1.98 1.35
N 1.30 -1.56 2.14
O 1.70 -0.14 1.57
*
```

Output
Structure (SMILES)   [H]/N=C\N=c1/[nH]nno1
E   -11614.0316 eV
Molecular weight   113.1 g mol⁻¹
Relative energy (zero: lowest compared OMol25 entry of this formula, charge and spin)   6.798 eV
F_max   6.992 eV Å⁻¹
Frontier orbital gap   9.0 eV

=====

Entry 2:
This record from the OMol25 dataset describes the ion C3H5N2 with charge +1 at a distorted geometry. The level of theory is ωB97M-V/def2-TZVPD.

Structure (ORCA input):
```
! wB97M-V def2-TZVPD RIJCOSX def2/J DEFGRID3
* xyz 1 1
C -1.80 -0.86 0.03
C 1.35 0.27 0.04
C -1.12 0.21 0.02
N 1.53 -0.94 0.03
N -0.01 0.88 -0.01
H -2.58 -1.46 -0.36
H 2.21 0.94 0.07
H -2.08 0.62 0.58
H 2.35 -1.48 -0.04
H 0.16 1.81 -0.36
*
```

Output
E   -6160.1912 eV
Molecular weight   69.1 g mol⁻¹
Relative energy (zero: lowest compared OMol25 entry of this formula, charge and spin)   5.701 eV
F_max   3.537 eV Å⁻¹
Frontier orbital gap   8.6 eV